Density functional theory data (the ωB97M-V functional and the def2-TZVPD basis) for a single C10H14Cl2O3S molecule in a non-equilibrium geometry.

E_HOMO: -10.6 eV
HOMO-LUMO gap: 10.97 eV
SMILES: O=C(Cl)[C@H]1C[C@@H]2C[C@H]1[C@@H](S(=O)(=O)CCCl)C2
LUMO energy: 0.3 eV
Energy relative to the best compared isomer or geometry (same formula, charge and spin): 0.000 eV

Geometry as ORCA input:
```
! RIJCOSX wB97M-V def2-TZVPD def2/J DEFGRID3
* xyz 0 1
H 2.22 2.05 0.85
H -1.43 2.66 0.75
C -1.00 1.99 -0.01
H 1.01 3.20 1.52
C -0.27 -3.54 -0.54
H 0.44 1.31 -2.36
H 1.04 -0.60 -0.15
H -1.42 0.02 0.86
C 0.42 2.39 -0.41
H -2.20 -2.87 -1.26
Cl -0.89 -4.99 0.33
H 0.49 3.34 -0.88
C 0.26 0.03 -0.57
C -1.35 -2.47 -0.71
H 0.15 -3.83 -1.51
O 0.88 -1.11 2.34
S -0.77 -1.04 -1.64
C 0.82 1.22 -1.33
H -1.70 1.88 -0.80
C -0.57 0.69 0.57
O -1.93 -0.25 -2.11
H 1.91 1.17 -1.43
C 1.13 2.26 0.98
H -0.25 1.56 2.51
C 0.37 1.13 1.70
H -1.74 -2.17 0.26
C 1.19 0.05 2.41
Cl 2.59 0.53 3.37
O 0.04 -1.49 -2.78
H 0.55 -3.13 0.05
*
```